No. 1
The following is a DFT calculation (ωB97M-V/def2-TZVPD) of a structure of composition C3Cl2F2N2S.

ORCA input file:
```
! RIJCOSX wB97M-V def2-TZVPD def2/J DEFGRID3
* xyz 0 1
C -1.3632 -0.9240 -0.1427
C -1.0151 1.1515 0.1467
C 2.6818 -0.0159 0.4023
N -0.4473 -0.0094 0.3126
N -2.5807 -0.5109 -0.4246
F -0.4863 2.3148 0.4318
F 3.2180 -1.2535 0.7227
S -2.6499 1.1207 -0.3692
Cl -0.9371 -2.5344 -0.2404
Cl 3.5798 0.6610 -0.8391
*
```

Output
- Kohn-Sham gap: 0.347 hartree
- Highest occupied orbital energy: -0.3670 Eh

natural (NBO) population analysis, charges in e, atoms 1 to 2:
1. C 0.285
2. C 0.411

---

No. 2
The following is a DFT calculation (ωB97M-V/def2-TZVPD) of a structure of composition C33H88F2Li2O11.

ORCA input file:
```
! RIJCOSX wB97M-V def2-TZVPD def2/J DEFGRID3
* xyz 0 1
Li 5.5771 16.6003 -28.1449
Li 7.3015 16.9246 -30.3733
F 7.6706 16.9201 -28.3266
F 5.3623 16.8671 -30.0670
C 12.3048 14.6242 -27.4530
C 11.2581 15.7143 -27.6989
C 11.6629 16.7364 -28.8009
O 9.9458 15.2028 -27.9431
H 12.4680 14.0675 -28.3758
H 12.0140 13.7842 -26.8222
H 13.2320 14.9992 -27.0197
H 11.1654 16.3176 -26.7959
H 10.7819 17.3558 -28.9692
H 11.9650 16.3117 -29.7582
H 12.5035 17.3158 -28.4191
H 9.4481 16.0208 -28.0120
C 9.3356 19.4424 -31.9350
C 8.7209 19.6482 -30.4972
C 8.6542 21.1750 -30.2108
O 7.4211 19.1245 -30.6077
H 10.1220 20.1403 -32.2223
H 8.4828 19.5888 -32.5980
H 9.8776 18.5023 -32.0379
H 9.2661 19.0750 -29.7472
H 7.9674 21.7224 -30.8564
H 9.5281 21.7034 -30.5917
H 8.6225 21.5441 -29.1857
H 7.0657 19.3039 -29.7341
C 4.9963 20.8942 -27.9866
C 4.4822 19.5141 -27.4503
C 3.4986 18.8584 -28.3439
O 5.5312 18.6432 -27.3269
H 5.6228 21.3694 -27.2317
H 4.1701 21.5942 -28.1109
H 5.5959 20.8194 -28.8937
H 3.9768 19.5987 -26.4882
H 2.5103 19.3153 -28.3935
H 3.1527 17.8792 -28.0128
H 3.7825 18.7167 -29.3867
H 6.3395 19.0130 -26.9642
C 4.6079 13.7532 -31.6745
C 4.6239 13.6601 -30.1688
C 5.9507 13.7084 -29.4218
O 3.7956 14.6287 -29.5352
H 4.7761 14.7938 -31.9517
H 3.7414 13.2391 -32.0905
H 5.4554 13.1473 -31.9953
H 4.1816 12.6682 -30.0769
H 6.6347 12.9013 -29.6843
H 5.7819 13.5395 -28.3582
H 6.4388 14.6797 -29.5017
H 4.1073 15.4508 -29.9206
C 4.9039 16.1147 -24.0763
C 5.6829 15.4794 -25.3132
C 5.8855 13.9756 -25.0494
O 4.8409 15.6058 -26.4338
H 3.8711 16.3640 -24.3198
H 5.3639 17.0585 -23.7835
H 4.9162 15.5022 -23.1748
H 6.6506 15.9556 -25.4711
H 4.9790 13.3810 -24.9359
H 6.4792 13.9903 -24.1354
H 6.5660 13.6165 -25.8213
H 4.0309 15.1218 -26.2571
C 8.2887 21.3046 -25.2360
C 8.6122 19.7901 -25.4685
C 7.6380 18.9673 -24.7228
O 8.3126 19.5289 -26.8178
H 8.8558 21.9054 -25.9470
H 8.6241 21.7271 -24.2888
H 7.2238 21.5370 -25.2398
H 9.6426 19.6143 -25.1595
H 6.6379 19.2284 -25.0689
H 7.9591 18.8976 -23.6835
H 7.7170 17.9326 -25.0566
H 8.4529 18.5861 -26.9319
C 8.6140 15.5118 -33.3507
C 8.9913 14.7433 -32.0398
C 10.5106 14.4753 -32.0694
O 8.6156 15.5433 -31.0039
H 7.5255 15.5368 -33.4014
H 8.8696 15.0334 -34.2961
H 9.0988 16.4870 -33.3961
H 8.6279 13.7182 -31.9675
H 10.7995 13.8498 -31.2247
H 11.1586 15.3516 -32.0872
H 10.7154 13.8803 -32.9594
H 8.8935 15.0901 -30.2046
C 4.9088 17.5125 -34.0228
C 5.4385 18.4448 -32.9767
C 5.7278 19.8928 -33.4783
O 4.5197 18.5750 -32.0062
H 5.7063 17.2542 -34.7196
H 4.1259 17.9364 -34.6517
H 4.6186 16.6040 -33.4952
H 6.3856 17.9856 -32.6936
H 4.7816 20.4200 -33.5998
H 6.4289 19.9605 -34.3102
H 6.2153 20.3907 -32.6400
H 4.7404 18.0777 -31.2153
C -0.3021 17.9318 -31.9472
C 1.2387 17.8955 -31.7479
C 1.8028 16.5805 -31.4190
O 1.7888 18.4571 -32.8999
H -0.7448 17.4108 -32.7962
H -0.5051 18.9894 -32.1158
H -0.8245 17.6716 -31.0267
H 1.4956 18.5453 -30.9113
H 1.6837 15.8706 -32.2375
H 1.2754 16.1637 -30.5609
H 2.8231 16.6027 -31.0361
H 2.7295 18.4512 -32.7082
C 1.0497 15.9647 -27.2545
C 1.1468 14.4515 -27.2133
C 0.4330 13.7788 -28.4472
O 2.4519 14.0776 -27.2224
H 1.1256 16.2693 -28.2983
H 1.8030 16.2786 -26.5319
H 0.0371 16.2443 -26.9638
H 0.7393 14.0576 -26.2822
H 0.3067 12.7285 -28.1846
H 0.9552 13.8208 -29.4030
H -0.5343 14.2636 -28.5793
H 2.7650 14.2865 -28.1055
C 1.1840 20.3003 -23.7751
C 1.1388 18.7562 -23.5793
C -0.2424 18.0680 -23.6987
O 1.8706 18.1650 -24.5949
H 2.2156 20.6092 -23.9437
H 0.8779 20.8560 -22.8888
H 0.5189 20.6454 -24.5667
H 1.5400 18.5825 -22.5808
H -0.3383 17.0541 -23.3102
H -0.6182 18.0364 -24.7214
H -0.9885 18.6596 -23.1681
H 2.5314 18.7709 -24.9379
*
```

Output
- Kohn-Sham gap: 0.356 hartree
- Highest occupied orbital energy: -0.3397 Eh

Löwdin population analysis, charges in e, atoms 1 to 2:
1. Li 0.618
2. Li 0.612

---

No. 3
The following is a DFT calculation (ωB97M-V/def2-TZVPD) of an isolated molecule of C22H25ClN2O4S.

ORCA input file:
```
! RIJCOSX wB97M-V def2-TZVPD def2/J DEFGRID3
* xyz 0 1
C -0.4349 3.7031 1.1669
H 0.4663 4.2170 1.5184
O -0.3171 2.3063 1.3025
C -0.2096 1.7735 2.5458
C -0.1188 2.4992 3.7223
C -0.0234 1.8554 4.9476
C -0.0153 0.4757 4.9856
C -0.0911 -0.2730 3.8208
C -0.1900 0.3636 2.5906
N -0.2605 -0.3329 1.3889
S 0.8614 0.0067 0.1672
O 0.2953 0.7673 -0.9015
O 1.4113 -1.2745 -0.2076
C 2.1526 0.9340 0.9914
C 2.7919 0.3668 2.0767
C 3.7866 1.0825 2.7223
C 4.1362 2.3441 2.2667
C 3.5069 2.8895 1.1584
C 2.5071 2.1795 0.5134
H 1.9876 2.5677 -0.3477
H 3.7943 3.8656 0.7977
H 4.9091 2.9019 2.7739
H 4.2871 0.6566 3.5781
H 2.5138 -0.6226 2.4024
C -0.8751 -1.6459 1.3266
H -0.1132 -2.4294 1.2462
H -1.4822 -1.7904 2.2206
C -1.8238 -1.6862 0.1136
O -3.0110 -1.4637 0.2324
N -1.2178 -2.0187 -1.0339
H -0.2073 -2.0653 -1.0480
C -1.8840 -1.9679 -2.3169
H -2.9345 -1.7605 -2.1007
C -1.2631 -0.9059 -3.2420
H -0.9977 0.0081 -2.7157
C -0.1122 -1.6789 -3.8854
H 0.3755 -1.1210 -4.6826
H 0.6372 -2.0108 -3.1692
C -1.0085 -2.8033 -4.4022
H -0.5169 -3.6023 -4.9558
C -1.6851 -3.2771 -3.1123
H -2.6261 -3.7907 -3.3028
H -1.0339 -3.9539 -2.5580
C -2.0411 -2.0258 -5.2274
H -2.9759 -2.5767 -5.3243
H -1.6619 -1.8296 -6.2307
C -2.2125 -0.7162 -4.4296
H -3.2398 -0.5599 -4.1040
H -1.9122 0.1478 -5.0224
H -0.0681 -1.3493 3.8778
Cl 0.1140 -0.3432 6.5009
H 0.0387 2.4279 5.8585
H -0.1373 3.5765 3.7027
H -0.5620 3.8752 0.0998
H -1.3089 4.0840 1.7037
*
```

Output
- SMILES: COc1ccc(Cl)cc1N(CC(=O)N[C@@H]1C[C@H]2CC[C@@H]1C2)S(=O)(=O)c1ccccc1
- Kohn-Sham gap: 0.324 hartree
- Highest occupied orbital energy: -0.3104 Eh

natural (NBO) population analysis, charges in e, atoms 1 to 2:
1. C -0.253
2. H 0.177

---

No. 4
The following is a DFT calculation (ωB97M-V/def2-TZVPD) of an isolated molecule of C4H6N2O.

ORCA input file:
```
! RIJCOSX wB97M-V def2-TZVPD def2/J DEFGRID3
* xyz 0 1
C -2.3686 -0.0658 -0.0380
C -0.8723 0.0236 -0.1310
N -0.3210 -0.0574 -1.3799
O 0.9346 0.0425 -1.3747
C 1.3186 0.3813 0.2869
N 2.4484 -0.3140 0.6696
C 0.0341 0.2309 0.9029
H -2.7824 -0.6436 -0.8696
H -2.6578 -0.5336 0.9058
H -2.8203 0.9325 -0.0648
H 3.2723 -0.1188 0.1186
H 2.3106 -1.3041 0.8201
H 1.5140 1.4450 0.0999
*
```

Output
- Kohn-Sham gap: 0.298 hartree
- Highest occupied orbital energy: -0.3305 Eh

natural (NBO) population analysis, charges in e, atoms 1 to 2:
1. C -0.639
2. C -0.072